[1]
Density functional theory data (the ωB97M-V functional and the def2-TZVPD basis) for a cluster of 13 separate species, C4H32O14 in total at a distorted geometry.

HOMO-LUMO gap: 9.9 eV
Energy relative to the best compared isomer or geometry (same formula, charge and spin): 4.7 kJ/mol
HOMO level: -9.96 eV

Cartesian coordinates (Å):
H (-4.60, -0.18, 2.11)
C (0.40, -1.78, 1.86)
H (3.35, -1.99, 0.26)
O (0.47, 3.52, 0.66)
H (5.15, 0.49, 1.48)
H (-1.53, -2.17, -1.80)
O (-3.40, 0.33, -0.74)
C (-0.76, -0.83, 2.22)
H (0.99, -1.95, 2.76)
H (1.35, 3.35, 1.12)
O (5.07, 1.44, 1.37)
H (1.90, 2.63, -2.51)
H (-1.01, 0.02, -2.89)
H (-2.49, -1.91, -2.98)
H (0.81, 3.91, -1.04)
H (-0.02, -2.75, 1.64)
H (-1.11, -0.23, 1.38)
H (-3.82, -0.40, 0.79)
O (-1.74, -4.01, 1.40)
H (-2.61, -4.45, 1.45)
H (-2.70, -1.36, 2.39)
O (0.83, 4.05, -2.01)
H (1.23, 1.31, -2.95)
H (5.79, 1.72, 0.84)
C (1.26, -1.31, 0.71)
O (-1.81, -1.66, 2.69)
H (3.61, 2.46, 1.53)
H (0.13, 4.29, 1.17)
O (-0.73, -3.41, -1.06)
H (-1.77, -3.17, 1.92)
H (1.74, -0.37, 0.95)
O (2.03, -3.49, 0.11)
H (-2.84, 1.16, -0.75)
O (-1.99, -1.42, -2.32)
O (2.96, 3.16, 1.81)
H (-0.88, 2.61, -0.24)
H (0.22, -3.20, -0.95)
O (-1.51, 2.40, -0.96)
C (2.32, -2.33, 0.33)
H (-1.12, 1.92, -1.73)
H (0.67, -1.11, -0.18)
H (-0.48, -0.17, 3.04)
O (-4.10, -0.85, 1.66)
H (-0.87, 1.14, -3.99)
H (-2.92, -0.35, -1.26)
H (3.10, 3.25, 2.77)
H (-1.10, -3.65, -0.17)
H (-0.04, 3.87, -2.30)
O (-0.56, 0.91, -3.11)
O (2.11, 1.69, -2.74)

---

[2]
Density functional theory data (the ωB97M-V functional and the def2-TZVPD basis) for a cluster of 14 separate species, C4H34N2O15 in total at a distorted geometry.

HOMO-LUMO gap: 9.9 eV
Energy relative to the best compared isomer or geometry (same formula, charge and spin): 0.0 kJ/mol
HOMO level: -10.15 eV

Cartesian coordinates (Å):
H (-0.32, 3.56, 0.94)
O (-2.67, -0.13, 2.49)
O (2.32, -0.04, -3.51)
O (-0.40, -0.01, 4.07)
H (1.91, 1.38, 2.58)
O (3.51, 0.21, -0.49)
C (2.48, 0.11, 0.13)
O (-0.52, 3.57, 1.89)
C (-1.64, 1.83, -0.97)
H (0.33, -3.05, 3.38)
O (-2.75, 2.15, 1.07)
H (-0.09, -0.31, 1.10)
O (-0.85, 2.77, -0.98)
O (0.34, -2.27, 2.82)
H (-2.52, -0.97, 2.00)
H (-2.25, -1.03, -4.57)
N (1.24, 0.14, -0.45)
C (-1.23, 0.45, -0.59)
H (1.79, -0.69, 1.89)
O (-1.98, -0.96, -3.65)
O (-1.93, -2.40, 1.17)
O (0.51, -2.06, -3.34)
H (1.39, -2.55, -0.71)
O (1.26, 2.35, -2.68)
H (-1.08, -1.36, -3.61)
H (-2.06, -0.04, -0.07)
H (-1.78, -2.57, 0.21)
H (1.92, 2.40, 3.69)
H (-1.91, -0.08, 3.11)
H (-1.05, -2.45, 1.63)
H (-0.75, -2.51, -2.07)
C (0.01, 0.42, 0.30)
H (0.20, 0.73, 3.78)
O (-1.54, -2.79, -1.54)
H (3.45, -0.28, 1.81)
H (1.21, -1.36, -3.44)
H (-1.07, -0.20, -1.46)
O (1.29, -3.41, -1.14)
H (2.98, -0.12, -2.79)
H (-2.81, 1.33, 1.62)
H (0.12, 2.97, 2.33)
H (0.65, 2.55, -1.93)
H (2.01, 0.87, -3.32)
H (-2.67, 1.99, -1.33)
H (0.08, 1.41, 0.78)
H (1.22, 0.43, -1.42)
O (1.30, 1.91, 3.14)
N (2.50, -0.05, 1.53)
H (0.46, -3.78, -0.81)
H (0.96, -2.75, -2.80)
H (0.05, -1.49, 3.36)
H (-2.09, 2.74, 1.50)
H (-2.26, -2.36, -2.03)
H (1.01, 2.95, -3.39)
H (-0.65, 0.24, 4.97)

---

[3]
Density functional theory data (the ωB97M-V functional and the def2-TZVPD basis) for a cluster of 12 separate species, C4H34NO12 in total at a distorted geometry.

HOMO-LUMO gap: 11.3 eV
Energy relative to the best compared isomer or geometry (same formula, charge and spin): 36.1 kJ/mol
HOMO level: -13.63 eV
Charge: +1

Cartesian coordinates (Å):
H (3.96, -0.03, -2.09)
H (0.77, 2.00, -0.32)
H (2.77, -1.04, -1.26)
H (-3.74, -2.43, 1.50)
H (-0.71, 4.32, -0.24)
O (-1.29, 2.10, 2.22)
H (-3.12, -0.22, 0.92)
H (2.59, 1.98, -1.72)
H (-0.67, 0.09, 0.18)
H (1.40, 1.64, 3.63)
H (-2.49, 1.18, -0.72)
H (-1.61, -1.72, 2.34)
O (-0.80, -1.45, 2.80)
H (-2.62, -2.44, 0.42)
H (2.21, 2.58, 1.51)
O (0.70, -3.61, -0.64)
H (0.61, -1.73, 1.90)
H (-1.06, 2.77, 1.56)
H (-1.54, -0.23, -2.35)
C (-0.98, 0.62, -1.91)
H (1.55, 0.74, 0.36)
H (0.83, -2.02, -2.59)
H (1.65, 0.78, -2.56)
N (1.10, 1.05, -0.52)
H (0.56, -1.73, -4.11)
H (0.26, -0.87, -0.98)
H (-0.96, -3.44, -0.76)
H (0.98, -3.00, 0.09)
H (2.85, 3.82, 0.94)
H (-2.32, -4.07, -1.16)
H (-2.01, 1.58, 1.81)
H (2.14, -1.99, 1.96)
H (-0.90, -0.54, 3.08)
O (2.55, 2.94, 0.67)
C (3.20, -0.03, -1.30)
O (-0.55, 3.38, -0.07)
H (-4.11, 0.97, 1.02)
O (0.61, -1.33, -3.24)
H (0.33, 1.70, 2.51)
C (-0.08, 0.14, -0.78)
H (1.05, -4.48, -0.44)
O (-2.97, -1.93, 1.20)
C (2.13, 0.99, -1.61)
H (-0.44, 1.12, -2.71)
O (1.41, -1.90, 1.33)
O (-3.20, 0.78, 0.79)
O (-1.93, 1.59, -1.45)
H (-1.19, 2.89, -0.64)
H (3.75, 0.15, -0.37)
O (1.28, 1.56, 2.68)
O (-1.93, -3.23, -0.89)

---

[4]
Density functional theory data (the ωB97M-V functional and the def2-TZVPD basis) for a cluster of 13 separate species, C4H34NO13S in total at a distorted geometry.

HOMO-LUMO gap: 9.2 eV
Energy relative to the best compared isomer or geometry (same formula, charge and spin): 0.0 kJ/mol
HOMO level: -11.74 eV
Charge: +1

Cartesian coordinates (Å):
O (-0.81, 1.77, 2.47)
H (-2.87, -0.10, 1.01)
H (1.88, 1.55, -1.32)
H (-0.96, -0.91, 4.56)
O (1.52, -1.63, 2.75)
S (0.35, 2.75, -2.78)
H (2.39, 0.80, 1.24)
H (1.51, -1.63, -0.44)
H (-3.43, 1.43, -1.57)
H (1.25, -2.57, -2.59)
H (0.90, 2.07, 2.07)
O (-0.76, -0.60, 3.71)
H (-1.57, 1.76, 1.90)
C (0.89, 2.00, -1.19)
H (2.40, -0.01, 4.20)
H (-1.10, 1.51, -0.63)
H (3.40, -0.88, -2.86)
H (3.65, -0.11, 1.16)
H (1.26, -2.43, 2.33)
O (-0.34, -2.05, 0.27)
H (-1.33, 0.32, -5.07)
H (-1.96, -1.16, 2.58)
H (0.51, -0.34, -2.31)
O (-0.84, -0.14, -4.42)
N (-1.50, -0.69, -1.82)
H (1.18, 0.81, 4.54)
H (2.97, -0.67, -1.43)
H (0.46, 1.66, -3.55)
H (0.35, -3.75, -2.29)
H (0.14, 0.84, 0.43)
H (-1.53, -1.67, -2.15)
O (0.36, -2.82, -2.35)
H (1.96, -1.09, 2.07)
O (-2.46, -1.39, 1.79)
H (-1.76, -0.04, -2.59)
H (1.06, 2.84, -0.50)
H (-0.47, -0.90, -4.88)
H (-0.86, 0.97, 3.00)
O (2.16, 0.86, 4.38)
H (0.05, -1.05, 3.45)
C (-0.11, 1.01, -0.64)
O (-3.21, 0.70, 0.42)
O (1.84, 2.04, 1.98)
H (-3.09, 2.19, -2.90)
C (0.43, -1.43, -0.45)
O (2.72, -0.10, 0.90)
O (2.66, -1.00, -2.26)
H (-4.15, 0.87, 0.61)
H (2.16, 1.89, 2.88)
C (-0.13, -0.34, -1.38)
H (-1.84, -1.78, 1.18)
O (-3.17, 1.26, -2.48)
H (-2.17, -0.59, -0.99)

---

[5]
Density functional theory data (the ωB97M-V functional and the def2-TZVPD basis) for a cluster of 13 separate species, C4H34O14 in total at a distorted geometry.

HOMO-LUMO gap: 9.9 eV
Energy relative to the best compared isomer or geometry (same formula, charge and spin): 274.1 kJ/mol
HOMO level: -9.78 eV

Cartesian coordinates (Å):
H (2.88, -1.43, -1.74)
O (1.92, -0.17, 2.52)
C (0.29, -2.27, 0.30)
O (0.33, -2.27, -3.97)
H (2.28, 0.43, 1.87)
C (-0.42, 0.38, 0.39)
H (0.08, -0.96, -1.23)
H (-3.08, -1.01, -1.81)
H (-0.20, 1.99, -2.01)
H (1.08, 0.23, 2.84)
H (1.13, 2.66, 0.26)
H (0.51, -2.94, -0.54)
O (2.90, -2.36, -1.50)
H (-4.47, 0.20, 1.07)
O (-3.55, 0.40, 1.25)
O (-2.04, -0.64, -3.17)
O (1.57, -1.99, 0.80)
H (-1.95, 1.96, 0.05)
H (-3.90, -2.16, -1.11)
H (2.82, 0.83, -2.58)
H (-0.64, 0.31, 1.44)
H (-1.88, 0.78, -1.28)
O (-0.31, 2.22, -1.08)
C (-0.39, -1.00, -0.23)
H (-2.67, -0.42, 2.92)
C (-1.26, 1.32, -0.48)
O (4.47, 1.33, 0.01)
H (-2.56, -0.48, -3.95)
O (-3.58, -1.27, -1.03)
O (-0.48, 2.97, 1.65)
H (1.83, 0.56, -1.54)
H (-0.06, 2.78, 2.50)
H (-1.01, 2.14, 1.63)
H (-0.86, 0.48, 3.32)
H (-1.44, -1.18, -0.39)
O (2.09, 0.23, -2.42)
O (1.96, 3.00, 0.59)
H (2.24, 3.75, 0.02)
H (1.74, -1.31, 1.57)
H (-0.46, -2.68, 1.01)
H (-1.20, -1.14, -3.35)
H (-3.24, 0.15, 0.38)
H (0.57, -2.85, -3.25)
H (-1.62, -1.36, 2.12)
H (-0.07, 0.72, 4.60)
O (-1.81, -0.94, 2.97)
H (3.95, 2.11, 0.25)
O (-0.12, 1.01, 3.66)
H (2.61, -2.23, -0.54)
H (0.70, 0.81, 0.36)
H (1.08, -1.67, -4.08)
H (4.27, 0.96, 0.91)

---

[6]
Density functional theory data (the ωB97M-V functional and the def2-TZVPD basis) for a cluster of 13 separate species, C4H34O14 in total at a distorted geometry.

HOMO-LUMO gap: 10.2 eV
Energy relative to the best compared isomer or geometry (same formula, charge and spin): 184.6 kJ/mol
HOMO level: -10.16 eV

Cartesian coordinates (Å):
H (-1.24, 0.32, 1.06)
H (-0.38, -3.82, -3.23)
O (-0.51, 2.61, -4.17)
H (-0.51, -0.46, -5.17)
H (-2.01, -2.26, -0.48)
O (-0.46, -0.09, -4.28)
H (2.92, -0.13, 3.44)
O (-0.50, -3.23, -2.48)
C (1.29, 0.12, 0.67)
H (-0.75, 2.75, -3.21)
H (0.52, -3.90, -0.68)
H (-0.73, -2.35, -2.81)
H (-0.71, 0.85, -4.41)
H (-0.52, -1.52, 4.36)
H (0.17, -1.65, 1.02)
O (0.34, 3.60, 1.27)
H (1.10, 0.72, 1.60)
O (1.35, 1.10, -0.29)
H (-3.31, -1.03, -0.10)
H (-2.57, 3.15, -1.89)
O (-1.82, 2.54, -1.94)
H (-1.46, 0.18, -0.67)
H (0.41, 2.90, -4.13)
H (-0.66, 2.52, 2.15)
H (0.62, -1.44, -0.65)
O (-1.25, 2.09, 2.81)
C (0.22, -0.90, 0.21)
H (-3.18, 2.72, 0.94)
H (0.51, -0.46, 4.17)
H (1.26, 3.77, 1.47)
H (0.31, 3.10, 0.44)
H (1.85, -3.17, 2.59)
H (-1.70, 2.77, 3.30)
H (0.96, 0.06, -3.22)
H (2.16, -1.74, 2.06)
O (2.62, -0.38, 0.87)
O (0.44, -1.41, 4.38)
C (-2.30, -1.43, 0.16)
O (2.85, 0.69, 3.94)
O (1.72, -0.19, -2.65)
H (-2.02, 1.70, -1.49)
H (1.60, -1.13, -2.44)
H (-2.20, 1.65, 1.31)
O (1.45, -3.99, -0.43)
O (1.99, -2.66, 1.79)
H (1.50, -3.63, 0.48)
H (-2.45, -1.84, 1.16)
H (1.68, 0.87, -1.19)
C (-1.20, -0.37, 0.22)
H (2.50, 1.41, 3.40)
H (2.89, -0.92, 0.12)
O (-2.80, 1.91, 0.57)

---

Question: Which formula does entry 1 have?
Answer: C4H32O14

---

Please write out number 3 again, unchanged.
Density functional theory data (the ωB97M-V functional and the def2-TZVPD basis) for a cluster of 12 separate species, C4H34NO12 in total at a distorted geometry.

HOMO-LUMO gap: 11.3 eV
Energy relative to the best compared isomer or geometry (same formula, charge and spin): 36.1 kJ/mol
HOMO level: -13.63 eV
Charge: +1

Cartesian coordinates (Å):
H (3.96, -0.03, -2.09)
H (0.77, 2.00, -0.32)
H (2.77, -1.04, -1.26)
H (-3.74, -2.43, 1.50)
H (-0.71, 4.32, -0.24)
O (-1.29, 2.10, 2.22)
H (-3.12, -0.22, 0.92)
H (2.59, 1.98, -1.72)
H (-0.67, 0.09, 0.18)
H (1.40, 1.64, 3.63)
H (-2.49, 1.18, -0.72)
H (-1.61, -1.72, 2.34)
O (-0.80, -1.45, 2.80)
H (-2.62, -2.44, 0.42)
H (2.21, 2.58, 1.51)
O (0.70, -3.61, -0.64)
H (0.61, -1.73, 1.90)
H (-1.06, 2.77, 1.56)
H (-1.54, -0.23, -2.35)
C (-0.98, 0.62, -1.91)
H (1.55, 0.74, 0.36)
H (0.83, -2.02, -2.59)
H (1.65, 0.78, -2.56)
N (1.10, 1.05, -0.52)
H (0.56, -1.73, -4.11)
H (0.26, -0.87, -0.98)
H (-0.96, -3.44, -0.76)
H (0.98, -3.00, 0.09)
H (2.85, 3.82, 0.94)
H (-2.32, -4.07, -1.16)
H (-2.01, 1.58, 1.81)
H (2.14, -1.99, 1.96)
H (-0.90, -0.54, 3.08)
O (2.55, 2.94, 0.67)
C (3.20, -0.03, -1.30)
O (-0.55, 3.38, -0.07)
H (-4.11, 0.97, 1.02)
O (0.61, -1.33, -3.24)
H (0.33, 1.70, 2.51)
C (-0.08, 0.14, -0.78)
H (1.05, -4.48, -0.44)
O (-2.97, -1.93, 1.20)
C (2.13, 0.99, -1.61)
H (-0.44, 1.12, -2.71)
O (1.41, -1.90, 1.33)
O (-3.20, 0.78, 0.79)
O (-1.93, 1.59, -1.45)
H (-1.19, 2.89, -0.64)
H (3.75, 0.15, -0.37)
O (1.28, 1.56, 2.68)
O (-1.93, -3.23, -0.89)

---

Question: The highest energy relative to the best compared isomer or geometry (same formula, charge and spin) belongs to which entry?
Answer: number 5

---

Question: Look up the HOMO level of the sixth one.
Answer: -10.16 eV